Molecular formula: C15H25NO3
Method: DFT, the ωB97M-V functional and the def2-TZVPD basis

## Properties
energy above the lowest of the compared OMol25 structures with the same formula, charge and spin: 68.3 kcal per mole
orbital gap: 9.17 eV
SMILES: CCOc1cccc(OCCCNCCCOC)c1

ORCA input file:
```
! wB97M-V def2-TZVPD RIJCOSX def2/J DEFGRID3
* xyz 0 1
C -5.784 -0.841 1.874
C -4.982 -0.801 0.583
O -3.785 -0.096 0.844
C -2.890 0.080 -0.166
C -3.051 -0.379 -1.466
C -2.060 -0.123 -2.402
C -0.922 0.575 -2.064
C -0.755 1.037 -0.755
C -1.739 0.788 0.187
H -1.660 1.125 1.207
O 0.398 1.715 -0.511
C 0.685 2.123 0.812
C 2.081 2.745 0.831
C 3.144 1.815 0.248
N 3.359 0.663 1.104
H 2.480 0.190 1.282
C 4.296 -0.310 0.590
C 3.900 -1.010 -0.728
C 2.453 -1.522 -0.710
O 2.105 -2.252 0.446
C 2.666 -3.537 0.512
H 2.231 -4.017 1.388
H 2.418 -4.122 -0.383
H 3.755 -3.508 0.624
H 1.756 -0.680 -0.730
H 2.272 -2.131 -1.609
H 4.592 -1.837 -0.900
H 3.997 -0.320 -1.568
H 5.261 0.187 0.449
H 4.415 -1.067 1.370
H 2.837 1.549 -0.775
H 4.096 2.353 0.185
H 2.335 2.992 1.862
H 2.064 3.662 0.241
H 0.640 1.260 1.489
H -0.054 2.864 1.149
H -0.149 0.777 -2.788
H -2.186 -0.480 -3.413
H -3.930 -0.929 -1.763
H -4.753 -1.822 0.246
H -5.556 -0.292 -0.204
H -6.005 0.170 2.205
H -6.716 -1.377 1.714
H -5.212 -1.342 2.650
*
```

---

Molecular formula: C10H20N4O4
Method: DFT, the ωB97M-V functional and the def2-TZVPD basis

## Properties
energy above the lowest of the compared OMol25 structures with the same formula, charge and spin: 203.6 kcal per mole
orbital gap: 9.17 eV

ORCA input file:
```
! wB97M-V def2-TZVPD RIJCOSX def2/J DEFGRID3
* xyz 0 1
C -0.815 2.452 1.456
C -0.564 1.177 0.654
C -2.150 2.963 1.059
C -2.177 2.856 -0.423
C 1.035 -0.084 -0.521
C -0.104 -0.447 -1.435
C 1.468 -1.276 0.314
C 2.406 -2.322 -0.294
C 2.904 -3.341 0.612
C 1.686 -4.498 0.618
H -0.190 4.215 0.425
H 0.314 4.120 1.921
H -0.725 2.077 2.589
H -3.059 2.432 1.478
H -2.347 3.955 1.250
H -3.004 1.261 -1.757
H -2.810 0.820 -0.062
H 1.237 1.890 0.357
H 1.988 0.038 -1.120
H 2.046 -1.009 1.178
H 0.611 -1.771 0.863
H 2.181 -2.769 -1.331
H 3.351 -1.735 -0.490
H 4.042 -3.713 0.222
H 3.145 -2.919 1.758
H 1.409 -4.751 -0.575
H 0.610 -4.112 1.092
H 1.246 -6.578 1.024
H 3.542 -5.792 1.343
H -0.691 1.445 -1.718
N 0.254 3.505 1.064
N -3.170 1.847 -0.818
N 0.740 1.031 0.317
N 2.061 -5.616 1.472
O -1.515 0.349 0.495
O -1.560 3.536 -1.192
O -0.265 -1.572 -1.755
O -0.937 0.520 -1.915
*
```

---

- Which formula does entry 1 have?
  C15H25NO3

---

- What is the formula in the second record?
  C10H20N4O4